Formula: C28H34Cl5F3Li2MgNO17SV
Source: the OMol25 dataset
Level of theory: ωB97M-V/def2-TZVPD

Structure (ORCA input):
```
! RIJCOSX wB97M-V def2-TZVPD def2/J DEFGRID3
* xyz 0 1
C 3.662 1.051 1.879
C 4.296 0.039 1.287
C 4.179 -0.276 -0.118
O 4.326 -1.412 -0.496
O 3.913 0.764 -0.945
C 3.104 0.484 -2.089
C 1.682 0.615 -1.654
C 1.375 2.087 -1.484
C 1.554 2.450 0.001
C 0.531 1.775 0.907
C -0.652 2.711 1.220
C -1.846 2.151 0.560
C -2.294 2.699 -0.552
C -3.395 2.096 -1.245
O -4.167 2.793 -1.869
C -3.450 0.634 -1.144
C -3.866 -0.157 -2.170
C -3.845 -1.516 -2.019
C -3.423 -2.113 -0.868
C -3.347 -3.595 -0.705
C -1.892 -3.989 -0.516
O -1.521 -3.867 0.856
C -0.416 -3.069 1.049
C -0.265 -2.808 2.530
F 0.886 -3.390 3.038
F -1.260 -3.276 3.255
F -0.154 -1.533 2.805
C -3.009 -1.306 0.171
C -3.015 0.047 0.023
C -2.495 0.939 1.093
O -2.580 0.683 2.270
H 3.739 2.081 1.563
H 3.115 0.861 2.786
H 4.983 -0.584 1.829
H 3.334 -0.403 -2.644
H 3.307 1.292 -2.760
H 1.443 0.041 -0.774
H 1.077 0.177 -2.431
H 0.423 2.386 -1.873
H 2.095 2.630 -2.080
H 2.541 2.120 0.296
H 1.442 3.533 0.109
H 0.167 0.929 0.351
H 0.964 1.355 1.793
H -0.449 3.684 0.818
H -0.798 2.729 2.287
H -1.812 3.563 -0.989
H -4.179 0.293 -3.088
H -4.148 -2.129 -2.845
H -3.857 -3.865 0.199
H -3.748 -4.121 -1.547
H -1.303 -3.297 -1.100
H -1.662 -4.964 -0.907
H -0.508 -2.094 0.590
H 0.513 -3.497 0.693
H -2.653 -1.710 1.093
C 0.008 3.947 -2.981
O -0.346 4.542 -1.923
O -1.078 3.362 -3.719
O 1.131 3.779 -3.435
H -1.815 3.615 -3.147
Li 3.041 4.077 -0.250
Li 1.512 -4.647 4.698
C 7.720 -1.466 -1.921
C 8.177 -1.469 -3.394
O 7.823 -0.243 -3.789
H 6.658 -1.278 -1.964
H 7.907 -2.391 -1.367
H 8.232 -0.659 -1.408
H 7.688 -2.332 -3.880
H 9.254 -1.725 -3.372
C -4.796 -5.087 3.863
N -5.605 -5.131 2.613
O -6.689 -5.720 2.634
O -5.157 -4.587 1.648
H -5.345 -5.632 4.651
H -3.844 -5.562 3.645
H -4.663 -4.041 4.124
Cl 6.103 0.983 -2.179
C -4.956 2.881 3.905
Cl -5.530 1.223 3.709
Cl -6.315 3.922 4.332
Cl -3.746 2.937 5.191
Cl -4.235 3.439 2.399
Mg -7.338 -6.608 4.530
O 6.102 5.224 0.407
S 5.501 4.030 1.022
O 5.633 4.125 2.479
O 6.256 2.864 0.508
O 4.068 3.943 0.619
O -6.385 3.924 -5.003
V -5.966 2.338 -4.869
O -5.642 0.704 -4.811
*
```

* HOMO energy: -6.7930 eV
* orbital gap: 0.036 Eh

Formula: C22H23ClN2O3
Source: the OMol25 dataset
Level of theory: ωB97M-V/def2-TZVPD

Structure (ORCA input):
```
! RIJCOSX wB97M-V def2-TZVPD def2/J DEFGRID3
* xyz 0 1
O -3.840 -1.776 1.618
C -3.015 -1.447 0.784
C -1.613 -1.102 1.195
C -0.820 -2.110 1.753
C 0.452 -1.859 2.233
C 0.895 -0.554 2.147
O 2.071 0.003 2.536
C 1.944 1.318 2.223
C 3.097 2.221 2.475
C 3.999 2.201 1.263
C 5.268 1.645 1.320
C 6.078 1.617 0.197
C 5.607 2.146 -0.993
Cl 6.612 2.116 -2.399
C 4.337 2.698 -1.070
C 3.540 2.721 0.059
N 0.825 1.647 1.678
C 0.101 0.478 1.604
C -1.170 0.210 1.120
N -3.307 -1.344 -0.532
C -2.334 -1.153 -1.583
C -2.250 -2.410 -2.450
C -3.625 -2.720 -3.031
C -4.644 -2.870 -1.904
C -4.661 -1.648 -0.975
C -5.329 -0.414 -1.606
C -6.798 -0.273 -1.188
O -7.607 -1.346 -1.603
H -1.224 -3.109 1.810
H 1.065 -2.637 2.659
H 2.714 3.229 2.638
H 3.637 1.879 3.357
H 5.635 1.229 2.247
H 7.066 1.188 0.244
H 3.981 3.104 -2.003
H 2.545 3.139 0.011
H -1.786 0.995 0.713
H -1.362 -0.930 -1.144
H -2.641 -0.303 -2.202
H -1.521 -2.255 -3.246
H -1.912 -3.247 -1.834
H -3.589 -3.641 -3.616
H -3.923 -1.913 -3.703
H -5.640 -3.018 -2.324
H -4.388 -3.752 -1.311
H -5.200 -1.905 -0.054
H -4.808 0.487 -1.279
H -5.279 -0.467 -2.694
H -7.226 0.614 -1.663
H -6.855 -0.145 -0.098
H -7.366 -2.129 -1.096
*
```

* HOMO energy: -8.8892 eV
* orbital gap: 0.349 Eh

Formula: C5H7N
Source: the OMol25 dataset
Level of theory: ωB97M-V/def2-TZVPD

Structure (ORCA input):
```
! RIJCOSX wB97M-V def2-TZVPD def2/J DEFGRID3
* xyz 0 1
C 0.673 1.114 -0.244
C -0.082 0.612 0.821
C -0.166 -0.066 -1.063
C 0.509 -1.230 -0.363
C 0.345 -0.907 0.962
H 0.176 2.034 -0.796
H 1.732 1.267 -0.398
H -0.153 1.250 1.639
H -1.642 -0.494 0.329
H -0.123 0.103 -2.072
H 0.805 -2.122 -0.646
H 0.719 -1.523 1.823
N -1.313 0.336 -0.080
*
```

* HOMO energy: -8.4694 eV
* orbital gap: 0.354 Eh

Formula: C6H7N
Source: the OMol25 dataset
Level of theory: ωB97M-V/def2-TZVPD

Structure (ORCA input):
```
! RIJCOSX wB97M-V def2-TZVPD def2/J DEFGRID3
* xyz 0 1
C 0.489 -0.416 1.461
C 1.213 0.443 0.756
C 0.380 0.976 -0.413
C 0.311 -0.192 -1.451
C -0.603 -1.001 -0.785
C -0.919 -0.444 0.609
N -0.930 0.915 0.113
H 0.999 -0.784 2.406
H 2.368 0.527 0.992
H 0.579 2.048 -0.912
H 0.795 -0.447 -2.301
H -1.266 -1.917 -1.007
H -1.747 -0.753 1.252
H -1.669 1.043 -0.722
*
```

* HOMO energy: -8.0199 eV
* orbital gap: 0.335 Eh

Formula: C22H20ClN5OS
Source: the OMol25 dataset
Level of theory: ωB97M-V/def2-TZVPD

Structure (ORCA input):
```
! RIJCOSX wB97M-V def2-TZVPD def2/J DEFGRID3
* xyz 0 1
C -3.350 -3.639 -3.237
C -2.157 -3.573 -2.395
N -1.125 -4.413 -2.463
N -0.183 -4.069 -1.492
C 1.093 -4.731 -1.356
C 2.074 -4.268 -0.460
C 3.375 -4.842 -0.380
C 3.648 -5.939 -1.219
Cl 5.133 -6.918 -1.173
C 2.627 -6.457 -2.013
C 1.382 -5.833 -2.166
C -0.662 -2.979 -0.791
S -0.179 -2.078 0.599
C -1.673 -1.096 0.451
C -1.897 -0.154 1.535
O -2.552 -0.423 2.558
N -1.283 1.150 1.541
C -1.634 2.185 2.607
C -0.562 3.220 2.729
N -0.346 3.819 1.422
C 0.328 4.948 1.326
C 1.390 5.354 2.191
C 2.010 6.508 1.875
C 1.730 7.223 0.717
C 0.676 6.760 -0.117
N -0.056 5.635 0.196
C 0.157 2.820 0.385
C -0.815 1.690 0.150
C -2.400 -1.404 -0.620
C -1.794 -2.577 -1.398
H -4.200 -3.882 -2.607
H -3.303 -4.487 -3.944
H -3.532 -2.627 -3.757
H 2.016 -3.506 0.257
H 4.251 -4.327 0.055
H 2.744 -7.232 -2.544
H 0.597 -6.146 -2.830
H -2.496 2.715 2.490
H -1.670 1.693 3.606
H 0.399 2.846 3.137
H -0.886 4.022 3.407
H 1.552 4.810 3.117
H 2.650 6.969 2.643
H 2.366 8.006 0.341
H 0.487 7.263 -1.063
H 0.310 3.315 -0.579
H 1.133 2.490 0.765
H -1.728 2.151 -0.265
H -0.327 0.899 -0.356
H -3.318 -0.889 -0.877
*
```

* HOMO energy: -8.3926 eV
* orbital gap: 0.327 Eh

In Eh, the LUMO level values for the records above are, in order, -0.214; 0.022; 0.042; 0.040; 0.019.
In kcal per mole, the energy above the lowest of the compared OMol25 structures with the same formula, charge and spin values for the records above are, in order, 0.0; 5.5; 101.8; 107.0; 49.4.